# 1
Computed, not measured: a molecular structure, C5H12NO, with the ωB97M-V functional and the def2-TZVPD basis.

Last column: Mulliken charge in e.
Positions of all 19 atoms, in Å:
C (-0.419, -1.858, -2.555)  -1.2011
C (0.135, -1.479, -1.169)  -0.1338
N (-0.964, -1.266, -0.287)  -0.7234
C (0.567, 0.034, 1.237)  -0.2589
C (-0.560, -0.980, 1.073)  -0.7416
C (0.172, 1.443, 1.071)  -0.0954
O (0.842, 2.462, 1.326)  -0.6577
H (0.349, -1.979, -3.331)  0.3501
H (-1.048, -1.009, -2.865)  0.2607
H (-1.062, -2.729, -2.437)  0.3172
H (0.812, -2.331, -0.857)  0.1761
H (0.794, -0.600, -1.281)  0.1163
H (0.770, 7.663, -1.038)  -0.0012
H (1.354, -0.088, 1.981)  0.4060
H (0.775, 0.645, 0.226)  0.0130
H (0.256, 8.127, -0.797)  0.0014
H (-1.424, -0.595, 1.642)  0.3929
H (-0.873, 1.476, 0.727)  0.4310
H (-0.258, -1.933, 1.572)  0.3485

Properties
Energy above the lowest of the compared OMol25 structures with the same formula, charge and spin in eV: 3.903
Electronic energy in Ha: -327.55263
Frontier orbital gap in eV: 5.73
Net charge: -1
Multiplicity: 1

---

# 2
Computed, not measured: a single C4H4O3 molecule, with the ωB97M-V functional and the def2-TZVPD basis.

Last column: Mulliken charge in e.
Positions of all 11 atoms, in Å:
C (1.006, -1.412, -1.652)  -0.8322
C (0.945, -0.780, -0.520)  0.4114
C (0.869, -0.145, 0.613)  -0.4987
C (-0.255, 0.729, 0.984)  0.7279
O (-0.357, 1.233, 2.094)  -0.5468
O (-1.158, 0.848, -0.034)  -0.2064
O (-2.159, 1.843, 0.365)  -0.3156
H (0.211, -1.311, -2.383)  0.2868
H (1.851, -2.049, -1.890)  0.2725
H (1.637, -0.263, 1.366)  0.3583
H (-2.590, 1.307, 1.057)  0.3429

Properties
Energy above the lowest of the compared OMol25 structures with the same formula, charge and spin in eV: 6.640
Electronic energy in Ha: -380.30302
Frontier orbital gap (alpha / beta) in eV: 8.17 / 6.45
Multiplicity: 1
SMILES string: C=C=CC(=O)OO

---

# 3
Computed, not measured: a single C4H4OS molecule, with the ωB97M-V functional and the def2-TZVPD basis.

Last column: Mulliken charge in e.
Positions of all 10 atoms, in Å:
C (-0.181, -0.831, 1.048)  -0.8486
C (-0.222, 0.467, 0.556)  0.3896
C (0.101, 1.292, -0.708)  -0.1772
O (-0.350, 2.480, -0.082)  -0.3570
C (-0.585, 1.706, 1.205)  0.2370
S (-0.977, 2.306, 2.605)  -0.3114
H (0.010, -1.738, 0.485)  0.2997
H (-0.610, -1.038, 2.020)  0.2679
H (1.097, 1.344, -1.140)  0.3079
H (-0.797, 0.929, -1.367)  0.1921

Properties
Energy above the lowest of the compared OMol25 structures with the same formula, charge and spin in eV: 2.381
Electronic energy in Ha: -628.14749
Frontier orbital gap in eV: 8.52
Multiplicity: 1
SMILES string: C=C1COC1=S

---

# 4
Computed, not measured: 2 unconnected molecules or ions with the total composition C5H12N2, with the ωB97M-V functional and the def2-TZVPD basis.

Last column: Mulliken charge in e.
Positions of all 19 atoms, in Å:
C (0.274, -0.487, -0.057)  1.5358
C (1.659, 0.020, -0.363)  -1.1907
C (0.017, -1.963, -0.413)  -1.5237
C (-2.223, -0.021, -0.923)  -0.9117
C (0.483, 2.332, 1.612)  -0.8964
N (-0.888, 0.257, -0.307)  0.0482
N (-0.521, -0.016, 1.000)  -0.8546
H (1.861, 0.731, 0.492)  0.2096
H (1.914, 0.535, -1.365)  0.2134
H (2.291, -0.833, -0.296)  0.3549
H (-0.173, -2.002, -1.449)  0.3430
H (-0.973, -2.242, 0.159)  0.3087
H (0.852, -2.635, -0.282)  0.4267
H (-2.232, -0.824, -1.694)  0.2762
H (-3.034, -0.126, -0.318)  0.3905
H (-2.471, 0.936, -1.403)  0.3373
H (1.374, 2.474, 0.886)  0.3693
H (-0.542, 2.546, 1.395)  0.3233
H (0.773, 2.270, 2.681)  0.2403

Properties
Energy above the lowest of the compared OMol25 structures with the same formula, charge and spin in eV: 2.092
Electronic energy in Ha: -306.97594
Frontier orbital gap (alpha / beta) in eV: 8.35 / 9.55
Multiplicity: 3
<S²>: 2.008

---

# 5
Computed, not measured: a molecular structure, C19H32IrNP, with the ωB97M-V functional and the def2-TZVPD basis.

Last column: Mulliken charge in e.
Positions of all 54 atoms, in Å:
C (1.463, 3.864, -2.548)  -0.8604
C (2.136, 3.216, -1.490)  -0.8718
C (1.547, 2.180, -0.753)  0.0615
C (0.322, 1.644, -1.201)  0.7819
C (-0.419, 2.395, -2.152)  0.5164
C (0.177, 3.440, -2.830)  -0.5892
C (2.330, 1.739, 0.443)  -1.3046
C (1.720, 0.889, 1.573)  -0.2711
N (0.290, 1.093, 1.784)  0.2744
Ir (-0.445, -0.225, -0.810)  0.0749
C (-1.834, 2.011, -2.441)  -1.1461
P (-2.378, 0.693, -1.261)  0.5787
H (3.136, 3.564, -1.227)  0.5067
H (-0.407, 3.937, -3.641)  0.4786
H (1.940, 4.662, -3.104)  0.4401
H (-1.925, 1.609, -3.459)  0.4331
H (-2.525, 2.860, -2.332)  0.5597
H (3.182, 1.153, 0.063)  0.4782
H (2.766, 2.626, 0.919)  0.5469
H (1.797, -0.162, 1.281)  0.0691
C (-3.396, -0.483, -2.151)  -1.2340
C (-3.409, 1.520, -0.038)  -1.2333
H (2.311, 1.063, 2.523)  0.4983
C (-0.178, 2.448, 1.953)  -0.8663
C (-0.270, 0.168, 2.765)  -0.5658
H (0.325, -1.010, -2.303)  0.2340
H (0.180, 2.948, 2.910)  0.3173
H (0.106, 3.010, 1.063)  0.3796
H (-1.281, 2.373, 1.953)  0.2855
H (0.169, 0.269, 3.821)  0.3206
H (-1.362, 0.351, 2.794)  0.2974
H (-0.124, -0.821, 2.346)  0.1249
H (-4.443, 1.530, -0.399)  0.4476
H (-3.336, 0.971, 0.910)  0.2810
H (-3.015, 2.539, 0.067)  0.4174
H (-4.212, 0.035, -2.677)  0.4539
H (-2.717, -0.988, -2.847)  0.3588
H (-3.792, -1.195, -1.420)  0.3967
H (-0.399, -1.252, -2.384)  -0.0354
C (0.048, -5.168, 0.598)  -1.5174
C (1.091, -4.117, 0.974)  1.7114
C (1.447, -4.242, 2.456)  -1.4973
C (2.355, -4.371, 0.162)  -1.4617
C (0.577, -2.731, 0.752)  1.8893
C (0.153, -1.696, 0.202)  -2.1467
H (0.398, -6.177, 0.786)  0.4226
H (-0.242, -5.081, -0.454)  0.3708
H (-0.878, -4.996, 1.203)  0.3471
H (1.848, -5.217, 2.728)  0.4129
H (2.201, -3.466, 2.700)  0.3294
H (0.550, -4.035, 3.070)  0.3605
H (2.166, -4.252, -0.920)  0.3599
H (3.118, -3.617, 0.452)  0.3550
H (2.764, -5.367, 0.339)  0.4291

Properties
Electronic energy in Ha: -1242.73170
Frontier orbital gap (alpha / beta) in eV: 8.08 / 5.13
Net charge: +2
Multiplicity: 6
<S²>: 8.810

---

# 6
Computed, not measured: a molecular structure, C22H28N2S3V, with the ωB97M-V functional and the def2-TZVPD basis.

Last column: Mulliken charge in e.
Positions of all 56 atoms, in Å:
V (-0.050, 0.235, 0.401)  0.4415
C (-0.729, -1.003, 3.413)  -0.8165
C (-0.078, 0.310, 3.829)  -0.7690
S (0.955, 1.054, 2.522)  -0.0454
C (0.394, 2.781, 2.558)  -0.5979
C (-1.058, 3.001, 2.147)  -0.8836
S (-1.557, 2.141, 0.609)  -0.0031
C (-3.103, 1.349, 1.140)  -0.8570
C (-2.945, 0.279, 2.213)  -0.8028
S (-1.632, -0.933, 1.840)  -0.0318
H (-1.408, -1.349, 4.194)  0.5026
H (0.012, -1.791, 3.270)  0.4426
H (0.558, 0.141, 4.696)  0.5447
H (-0.826, 1.047, 4.116)  0.3839
H (1.078, 3.306, 1.893)  0.1664
H (0.557, 3.180, 3.559)  0.5236
H (-1.227, 4.065, 1.986)  0.5836
H (-1.745, 2.684, 2.929)  0.4746
H (-3.538, 0.935, 0.230)  0.4287
H (-3.783, 2.128, 1.487)  0.5257
H (-3.878, -0.274, 2.312)  0.5572
H (-2.729, 0.720, 3.184)  0.4162
C (2.926, 2.893, -0.094)  -1.7929
C (2.241, 2.028, -1.119)  1.4373
C (2.920, 0.939, -1.681)  -1.0264
C (2.376, 0.226, -2.741)  -0.3598
C (1.132, 0.581, -3.256)  -0.5138
C (0.444, 1.649, -2.706)  -0.5617
C (0.992, 2.370, -1.644)  -0.5855
H (3.271, 2.322, 0.771)  0.3469
H (2.278, 3.700, 0.248)  0.4049
H (3.807, 3.362, -0.532)  0.4556
H (3.916, 0.695, -1.326)  0.4945
H (2.937, -0.585, -3.188)  0.4587
H (0.723, 0.045, -4.103)  0.5259
H (-0.501, 1.964, -3.132)  0.4852
H (0.495, 3.265, -1.288)  0.5780
N (1.519, -1.252, 0.186)  -0.0133
C (0.965, -2.394, -0.523)  0.2062
C (1.529, -3.633, -0.516)  -0.7581
C (0.968, -4.679, -1.288)  -0.7875
C (-0.119, -4.450, -2.076)  -0.9182
C (-0.727, -3.169, -2.092)  0.8437
C (-1.859, -2.865, -2.883)  -0.7964
C (-2.408, -1.616, -2.831)  -1.3320
C (-1.847, -0.672, -1.960)  -0.4520
N (-0.797, -0.909, -1.199)  0.8888
C (-0.203, -2.147, -1.284)  0.1845
H (2.132, -1.554, 0.938)  0.3997
H (2.124, -0.751, -0.476)  0.0275
H (2.424, -3.820, 0.065)  0.4725
H (1.429, -5.656, -1.263)  0.4381
H (-0.532, -5.238, -2.692)  0.4659
H (-2.279, -3.629, -3.524)  0.4748
H (-3.267, -1.346, -3.428)  0.5031
H (-2.279, 0.320, -1.885)  0.6215

Properties
Energy above the lowest of the compared OMol25 structures with the same formula, charge and spin in eV: 0.273
Electronic energy in Ha: -3102.79050
Frontier orbital gap (alpha / beta) in eV: 8.49 / 8.67
Net charge: +2
Multiplicity: 4
<S²>: 3.762

---

Question: The highest electronic energy belongs to which entry?
Answer: C5H12N2

---

Question: Which of these has the highest electronic energy?
Answer: C5H12N2